Here is a structure of composition C42H63AuN3OS2Si5Te in a non-equilibrium geometry from the OMol25 dataset. Energies are from ωB97M-V with the def2-TZVPD basis set.

LUMO (alpha / beta) = -4.993 / -4.712 eV
total charge = +1
multiplicity = 1
molecular weight = 1155.12 g mol⁻¹
Kohn-Sham gap (alpha / beta) = 4.1840 / 4.7109 eV
ΔE to the lowest compared entry with this formula, charge and spin = 108.98 kJ/mol
DFT total energy = -123137.063 eV
strongest force on any atom = 1.1 eV/Å

The geometry in XYZ format:
```
118
C42H63AuN3OS2Si5Te, DFT ωB97M-V with the def2-TZVPD basis set
Au 0.11 0.43 -0.27
S 2.51 0.32 -0.47
C 2.96 1.92 -0.59
N 4.25 2.26 -0.52
C 4.62 3.67 -0.57
C 3.63 4.46 0.26
N 2.30 4.24 -0.29
C 1.34 5.34 -0.27
C 1.09 5.97 -1.63
C 2.15 6.27 -2.47
C 1.92 6.90 -3.69
C 0.63 7.23 -4.07
C -0.43 6.93 -3.22
C -0.20 6.30 -2.01
C 1.96 3.04 -0.77
S 0.51 2.77 -1.53
C 5.30 1.25 -0.42
C 5.55 0.52 -1.72
C 5.65 -0.87 -1.72
C 5.91 -1.55 -2.90
C 6.06 -0.85 -4.09
C 5.96 0.53 -4.09
C 5.71 1.21 -2.91
H 4.59 4.04 -1.60
H 5.63 3.79 -0.19
H 3.86 5.52 0.21
H 3.67 4.15 1.31
H 1.75 6.09 0.40
H 0.40 4.98 0.15
H 3.17 6.02 -2.19
H 2.75 7.13 -4.34
H 0.45 7.72 -5.01
H -1.45 7.17 -3.52
H -1.03 6.04 -1.36
H 5.02 0.54 0.36
H 6.21 1.77 -0.10
H 5.51 -1.42 -0.80
H 5.98 -2.63 -2.89
H 6.26 -1.38 -5.01
H 6.08 1.08 -5.02
H 5.63 2.30 -2.92
C -4.33 1.11 1.47
Si -3.18 1.18 0.00
C -4.12 1.01 -1.62
C -2.43 2.89 -0.08
N -1.91 -0.08 0.18
C -2.26 -1.41 0.33
C -3.59 -1.84 0.11
C -3.99 -3.14 0.26
C -3.07 -4.11 0.68
C -1.76 -3.74 0.92
C -1.35 -2.43 0.74
O -0.08 -2.08 1.03
C 0.96 -2.90 0.62
C 2.10 -2.88 1.40
C 3.20 -3.63 1.02
C 3.16 -4.39 -0.14
C 2.02 -4.37 -0.93
C 0.91 -3.63 -0.56
H -5.25 1.66 1.26
H -3.84 1.60 2.32
H -4.60 0.10 1.78
H -4.70 1.93 -1.74
H -4.81 0.17 -1.67
H -3.44 0.94 -2.47
H -3.19 3.60 0.27
H -2.17 3.16 -1.10
H -1.55 3.02 0.54
H -4.33 -1.12 -0.20
H -5.01 -3.42 0.05
H -3.38 -5.14 0.82
H -1.03 -4.46 1.26
H 2.11 -2.26 2.28
H 4.09 -3.63 1.64
H 4.01 -4.99 -0.44
H 1.98 -4.95 -1.85
H 0.02 -3.60 -1.18
C 2.24 -0.66 7.44
Si 1.94 -1.01 5.63
C 1.76 -2.86 5.41
C 3.40 -0.36 4.64
Si -0.05 0.09 5.02
Te -0.35 0.94 2.67
Si -0.04 2.28 5.94
C -0.31 2.16 7.79
C 1.64 3.06 5.58
C -1.38 3.36 5.21
Si -1.93 -1.13 5.73
C -3.45 -0.05 5.64
C -2.13 -2.63 4.63
C -1.64 -1.65 7.51
H 3.09 -1.24 7.79
H 1.38 -0.92 8.06
H 2.47 0.40 7.61
H 2.71 -3.36 5.60
H 1.42 -3.14 4.41
H 1.03 -3.26 6.12
H 4.30 -0.92 4.91
H 3.58 0.69 4.87
H 3.25 -0.45 3.57
H 0.43 1.51 8.27
H -1.30 1.77 8.02
H -0.22 3.15 8.23
H 2.42 2.62 6.20
H 1.61 4.13 5.78
H 1.92 2.91 4.53
H -2.37 2.92 5.35
H -1.24 3.52 4.14
H -1.38 4.34 5.70
H -3.60 0.35 4.63
H -3.37 0.80 6.32
H -4.34 -0.61 5.91
H -2.18 -2.35 3.58
H -3.04 -3.17 4.88
H -1.29 -3.32 4.75
H -1.41 -0.79 8.15
H -0.82 -2.37 7.60
H -2.54 -2.13 7.91
```

These are the Löwdin partial charges, in e, on atoms 1 to 99:
1. Au 0.42
2. S 0.75
3. C -0.63
4. N -0.10
5. C -0.11
6. C -0.10
7. N -0.11
8. C -0.12
9. C -0.24
10. C -0.04
11. C -0.07
12. C -0.08
13. C -0.07
14. C -0.05
15. C -0.68
16. S 0.78
17. C -0.12
18. C -0.24
19. C -0.05
20. C -0.07
21. C -0.07
22. C -0.07
23. C -0.03
24. H 0.13
25. H 0.14
26. H 0.13
27. H 0.14
28. H 0.14
29. H 0.11
30. H 0.10
31. H 0.11
32. H 0.11
33. H 0.11
34. H 0.11
35. H 0.11
36. H 0.13
37. H 0.11
38. H 0.11
39. H 0.11
40. H 0.11
41. H 0.11
42. C -0.16
43. Si 0.37
44. C -0.16
45. C -0.23
46. N -0.21
47. C -0.30
48. C -0.05
49. C -0.08
50. C -0.07
51. C -0.03
52. C -0.27
53. O -0.10
54. C -0.29
55. C -0.03
56. C -0.08
57. C -0.09
58. C -0.06
59. C -0.01
60. H 0.04
61. H 0.01
62. H 0.03
63. H 0.04
64. H 0.02
65. H 0.04
66. H 0.04
67. H 0.00
68. H -0.03
69. H 0.06
70. H 0.11
71. H 0.11
72. H 0.13
73. H 0.10
74. H 0.11
75. H 0.10
76. H 0.11
77. H 0.13
78. C -0.21
79. Si 0.33
80. C -0.21
81. C -0.21
82. Si 0.11
83. Te 0.78
84. Si 0.31
85. C -0.20
86. C -0.22
87. C -0.23
88. Si 0.33
89. C -0.21
90. C -0.20
91. C -0.20
92. H 0.04
93. H 0.02
94. H 0.02
95. H 0.04
96. H 0.01
97. H 0.02
98. H 0.04
99. H 0.02